# 1
2 unconnected molecules or ions with the total composition C3H9NS in a non-equilibrium geometry, computed with ωB97M-V with the def2-TZVPD basis set.

Geometry as XYZ:
```
14
Properties=species:S:1:pos:R:3:forces:R:3:lowdin_charge:R:1
C 0.863 1.271 -0.684 -0.294 -0.044 -0.090 -0.075
C 0.031 0.031 -0.339 1.163 -0.082 -0.067 -0.510
C 0.708 -0.874 0.716 -0.489 -0.268 0.183 -0.092
S -2.486 -2.135 0.305 0.362 0.579 0.150 0.168
N -1.331 0.443 -0.041 0.057 -0.670 0.225 0.051
H 1.863 1.015 -1.039 -0.025 -0.170 0.257 0.079
H 0.373 1.778 -1.510 -0.076 0.283 0.030 0.072
H 0.940 1.947 0.169 0.068 0.038 -0.013 0.078
H -0.021 -0.557 -1.254 -0.280 0.036 -0.097 0.126
H 1.719 -0.576 0.989 -0.049 0.155 -0.032 0.070
H 0.739 -1.914 0.381 0.077 0.139 -0.161 0.062
H 0.079 -0.920 1.607 0.190 0.222 0.179 0.054
H -1.968 -0.345 -0.178 -1.071 -0.198 -0.698 -0.178
H -1.507 0.836 0.877 0.368 -0.020 0.134 0.096
```
Positions in Å, forces in eV/Å.

## Properties
- net charge = 0
- Kohn-Sham gap (eV) = 6.39
- LUMO energy (eV) = -3.14
- calculated total energy (eV) = -15578.5799

# 2
C3H9NS in the gas phase in a non-equilibrium geometry, computed with ωB97M-V with the def2-TZVPD basis set.

Geometry as XYZ:
```
14
Properties=species:S:1:pos:R:3:forces:R:3:lowdin_charge:R:1
C -0.466 -1.268 1.998 -1.577 -1.191 1.759 -0.505
C -0.054 -0.297 -0.495 1.217 0.088 1.603 -0.494
C -0.212 0.871 -1.403 0.636 0.126 -0.821 -0.361
H -1.311 -1.980 1.752 0.748 1.005 -0.246 0.067
H 0.436 -1.846 2.059 0.617 -0.072 -0.145 0.031
H -0.699 -0.901 3.006 0.112 -0.654 0.215 0.020
H 0.952 -0.754 -0.608 -0.474 0.252 0.229 0.095
H -0.770 -1.070 -0.517 -0.980 -0.888 -1.010 0.044
H -0.541 0.484 -2.369 0.245 0.410 -0.265 0.104
H -1.025 1.486 -0.994 0.277 0.176 -0.425 0.093
H 1.915 1.226 -1.599 -0.399 -0.711 -0.483 0.056
H 1.126 2.063 -0.546 0.028 0.435 -0.314 0.046
N 1.030 1.712 -1.502 -1.085 0.283 1.083 -0.010
S -0.380 0.273 1.217 0.635 0.738 -1.181 0.813
```
Positions in Å, forces in eV/Å.

## Properties
- net charge = 0
- Kohn-Sham gap (eV) = 9.64
- LUMO energy (eV) = 1.01
- SMILES = CSCCN
- calculated total energy (eV) = -15581.5519

# 3
C3H9NS in the gas phase in a non-equilibrium geometry, computed with ωB97M-V with the def2-TZVPD basis set.

Geometry as XYZ:
```
14
Properties=species:S:1:pos:R:3:forces:R:3:lowdin_charge:R:1
S -2.680 -0.448 1.082 0.604 -0.268 -0.601 0.636
N 0.246 0.393 -0.839 0.083 -1.229 0.180 -0.120
C 1.553 1.036 -0.962 -1.596 -0.791 0.081 -0.131
C -1.107 -1.292 0.446 -0.758 0.426 0.301 -0.512
C 0.124 -0.445 0.394 -0.732 3.478 0.274 -0.321
H -2.213 0.756 1.497 0.261 -0.500 -0.245 -0.163
H -0.565 0.989 -1.015 0.578 -0.218 0.346 0.106
H 1.756 1.379 -1.929 0.148 -0.051 -1.869 0.058
H 1.678 1.907 -0.414 0.021 1.867 1.808 0.048
H 2.313 0.375 -0.645 0.809 -0.935 0.139 0.067
H -1.266 -1.780 -0.505 -0.485 0.348 -0.461 0.069
H -0.937 -2.107 1.110 0.103 -0.468 0.838 0.044
H 0.104 0.286 1.282 0.212 -1.169 -0.641 0.120
H 0.994 -1.049 0.499 0.751 -0.491 -0.150 0.097
```
Positions in Å, forces in eV/Å.

## Properties
- net charge = 0
- Kohn-Sham gap (eV) = 9.61
- LUMO energy (eV) = 0.98
- SMILES = CNCCS
- calculated total energy (eV) = -15581.3298

# 4
A gas-phase ion, C3H9NS2 (charge -1) in a non-equilibrium geometry, computed with ωB97M-V with the def2-TZVPD basis set.

Geometry as XYZ:
```
15
Properties=species:S:1:pos:R:3:forces:R:3:lowdin_charge:R:1
N 0.930 -1.556 -0.036 -0.233 -0.070 0.443 -0.013
C -0.086 -0.610 0.431 0.337 0.907 -0.130 -0.535
C -1.520 -1.041 0.179 -0.068 -0.699 -1.541 -0.104
C 0.119 0.788 -0.211 1.161 -0.359 -0.372 -0.566
S 1.906 1.117 -0.642 -0.603 -2.194 0.482 0.136
S 1.804 3.288 -0.700 -0.530 2.530 0.200 -0.152
H 0.987 -2.336 0.595 0.019 -0.349 0.219 0.050
H 0.754 -1.927 -0.954 -0.153 0.134 -0.361 0.058
H 0.075 -0.531 1.506 0.132 0.171 0.088 0.122
H -1.516 -1.469 -0.843 -0.004 -0.266 0.373 0.073
H -1.869 -1.810 0.866 -0.190 0.065 0.068 0.061
H -2.241 -0.242 0.014 -0.025 0.335 0.830 0.065
H -0.467 0.853 -1.130 -0.044 0.049 -0.066 0.053
H -0.203 1.589 0.451 -0.121 -0.061 0.081 0.044
H 1.328 3.886 0.474 0.324 -0.192 -0.314 -0.292
```
Positions in Å, forces in eV/Å.

## Properties
- net charge = -1
- Kohn-Sham gap (spin up / spin down) (eV) = 3.30 / 6.72
- spin multiplicity = 2
- LUMO energy (spin up / spin down) (eV) = 3.50 / 3.41
- calculated total energy (eV) = -26416.6458

# 5
A molecular structure, C3H9NS2 in a non-equilibrium geometry, computed with ωB97M-V with the def2-TZVPD basis set.

Geometry as XYZ:
```
15
Properties=species:S:1:pos:R:3:forces:R:3:lowdin_charge:R:1
N -0.475 -1.668 0.113 0.171 -1.304 -1.446 -0.060
C -0.545 -0.471 -0.595 -3.787 -0.635 -0.490 -0.449
C 0.469 0.693 -0.430 4.809 2.671 -1.492 -0.251
C -1.025 0.721 0.143 -0.702 -1.325 0.742 -0.098
S 0.189 2.308 -3.095 -0.097 -0.031 0.029 -0.464
S 0.612 -0.492 2.373 0.803 0.726 1.510 0.199
H 1.132 -1.057 3.454 0.221 -0.205 0.314 -0.368
H -0.215 -2.490 -0.481 -0.028 1.331 0.630 0.094
H -0.772 -0.617 -1.682 0.297 0.723 1.061 0.154
H 1.790 -0.567 -0.684 -2.213 2.587 0.995 0.316
H 0.521 1.321 -1.372 -0.025 -1.092 -0.191 -0.189
H 0.796 1.577 0.199 0.441 -1.831 0.284 0.132
H -1.486 1.668 -0.164 0.309 -0.693 -0.992 0.119
H -1.115 0.624 1.242 0.354 -0.320 -0.803 0.024
H 0.123 -1.548 0.980 -0.553 -0.602 -0.151 -0.157
```
Positions in Å, forces in eV/Å.

## Properties
- net charge = -1
- Kohn-Sham gap (spin up / spin down) (eV) = 5.02 / 5.19
- spin multiplicity = 2
- LUMO energy (spin up / spin down) (eV) = 0.95 / 1.51
- calculated total energy (eV) = -26409.9520

# 6
2 unconnected molecules or ions with the total composition C3H9NS2 in a non-equilibrium geometry, computed with ωB97M-V with the def2-TZVPD basis set.

Geometry as XYZ:
```
15
Properties=species:S:1:pos:R:3:forces:R:3:lowdin_charge:R:1
C 1.036 0.427 1.892 -0.501 0.939 -0.210 -0.468
S 1.802 1.168 0.427 -0.241 0.499 0.052 0.348
S 0.266 2.232 -0.387 0.389 2.269 1.042 0.235
H 1.509 -0.510 1.848 0.001 -1.701 0.345 -0.006
H 1.314 0.888 2.835 -0.013 0.425 -0.087 0.029
H -0.062 0.396 1.766 0.751 -0.269 0.065 0.018
H 0.458 3.529 0.287 -0.314 -2.059 -1.103 -0.115
C 0.096 -1.325 -1.650 -1.677 0.980 0.323 -0.131
C -1.783 -0.586 -0.256 0.346 -2.288 -0.638 -0.125
N -0.782 -1.375 -0.420 -0.316 1.106 -0.572 -0.079
H 0.742 -2.170 -1.573 0.707 -0.315 0.041 0.047
H -0.576 -1.518 -2.515 0.483 0.326 0.325 0.079
H 0.666 -0.371 -1.800 -0.558 -0.844 0.256 0.039
H -2.507 -0.948 0.490 0.442 0.698 0.298 0.067
H -2.178 0.165 -0.944 0.499 0.235 -0.138 0.061
```
Positions in Å, forces in eV/Å.

## Properties
- net charge = 0
- Kohn-Sham gap (eV) = 9.60
- LUMO energy (eV) = 0.53
- SMILES = C=NC.CSS
- calculated total energy (eV) = -26415.8841

# 7
C3H9NS2 in the gas phase in a non-equilibrium geometry, computed with ωB97M-V with the def2-TZVPD basis set.

Geometry as XYZ:
```
15
Properties=species:S:1:pos:R:3:forces:R:3:lowdin_charge:R:1
N 2.352 -0.327 0.917 0.140 -0.493 -0.614 -0.036
C 1.146 -1.165 0.937 0.706 1.591 -0.975 -0.361
C 0.458 -1.263 -0.475 -0.614 -2.009 2.483 -0.687
S 0.140 0.233 -1.325 -1.817 1.431 2.483 0.626
S -1.235 1.021 0.522 1.491 -0.245 -2.243 0.540
C -2.380 1.819 -0.642 0.317 0.469 0.227 -0.535
H 2.124 0.648 1.032 -0.070 0.184 -0.167 0.045
H 2.682 -0.453 -0.049 0.403 0.552 0.689 0.057
H 1.497 -2.122 1.325 -0.766 -0.302 -0.140 0.103
H 0.372 -0.686 1.561 0.519 -0.560 0.205 0.049
H 0.945 -1.914 -1.190 0.393 -0.286 -0.006 0.059
H -0.437 -1.787 -0.056 -0.125 0.303 -1.544 0.074
H -1.928 2.716 -1.078 0.251 -0.387 -0.166 0.022
H -2.495 1.015 -1.388 -0.983 0.863 0.190 0.002
H -3.239 2.264 -0.092 0.155 -1.111 -0.420 0.042
```
Positions in Å, forces in eV/Å.

## Properties
- net charge = 0
- Kohn-Sham gap (eV) = 7.89
- LUMO energy (eV) = -0.90
- SMILES = CSSCCN
- calculated total energy (eV) = -26416.0453

# 8
2 unconnected molecules or ions with the total composition C3H9NS2 in a non-equilibrium geometry, computed with ωB97M-V with the def2-TZVPD basis set.

Geometry as XYZ:
```
15
Properties=species:S:1:pos:R:3:forces:R:3:lowdin_charge:R:1
C -2.452 1.646 -5.467 1.890 -0.241 0.066 -0.499
S -2.683 1.621 -3.670 -1.179 0.999 0.041 0.319
S -1.235 0.302 -3.023 0.677 -0.244 -1.258 0.277
H -3.252 2.101 -6.042 -0.499 -0.501 0.332 0.035
H -1.569 2.254 -5.719 -0.137 -0.014 0.285 0.031
H -2.147 0.624 -5.731 -0.808 0.199 -0.477 0.015
H -0.634 0.355 -4.260 0.056 -0.198 1.011 -0.179
C 0.570 -1.252 4.141 0.462 0.317 1.978 -0.044
C 1.753 -0.689 4.486 -0.296 -0.344 -2.638 -0.285
N 2.957 -1.391 4.386 0.534 0.149 0.757 0.007
H 0.409 -2.275 4.479 0.035 -0.204 -1.006 0.046
H -0.297 -0.637 3.980 -0.196 0.131 0.297 0.027
H 1.870 0.393 4.513 0.018 -0.106 0.107 0.096
H 2.954 -2.217 3.811 -0.420 -0.086 0.143 0.079
H 3.756 -0.835 4.116 -0.137 0.143 0.361 0.074
```
Positions in Å, forces in eV/Å.

## Properties
- net charge = 0
- Kohn-Sham gap (eV) = 8.68
- LUMO energy (eV) = 0.55
- SMILES = C=CN.CSS
- calculated total energy (eV) = -26415.7428

In the order shown, the computed energy relative to the best compared isomer or geometry (same formula, charge and spin) values come out to 86.49; 17.96; 23.08; 25.41; 179.78; 41.34; 37.62; 44.60 kcal per mole.